Entry 1:
A 2-piece molecular cluster, C9H14FNO3 overall. Source: OMol25; level of theory: ωB97M-V with the def2-TZVPD basis set.

```
28
Properties=species:S:1:pos:R:3:forces:R:3:lowdin_charge:R:1
C -0.091 0.563 1.601 -0.13 0.11 -0.20 -0.068
C -0.713 -0.369 0.556 0.37 -0.09 0.06 -0.150
C -1.385 0.355 -0.596 -0.16 -0.28 -0.14 -0.342
F -0.430 0.687 -1.515 0.03 0.20 -0.19 0.038
O -1.937 1.609 -0.231 -0.12 0.15 0.23 0.097
C -3.006 1.636 0.587 -0.13 -0.19 -0.33 -0.587
O -3.186 2.512 1.367 0.00 0.15 0.32 0.179
O -3.878 0.624 0.344 0.54 -0.39 -0.08 -0.028
C -4.184 -0.241 1.444 -0.29 0.18 0.23 -0.032
H 0.271 1.473 1.119 0.08 -0.06 0.05 0.084
H -0.817 0.876 2.354 0.07 -0.03 0.01 0.074
H 0.751 0.074 2.089 -0.10 0.01 0.08 0.076
H 0.086 -0.955 0.093 -0.13 -0.04 -0.04 0.113
H -1.397 -1.093 1.005 -0.06 0.13 0.02 0.103
H -2.130 -0.253 -1.110 -0.02 0.03 0.05 0.160
H -3.655 -1.188 1.324 0.00 0.06 -0.06 0.082
H -5.256 -0.426 1.434 0.05 0.03 0.01 0.095
H -3.905 0.222 2.392 -0.06 0.03 -0.06 0.102
N 3.779 0.234 -0.724 0.00 -0.01 0.00 0.004
C 2.610 0.170 -1.432 0.10 0.05 0.08 -0.148
C 2.626 -0.992 -2.157 -0.03 -0.02 0.01 -0.111
C 3.853 -1.653 -1.873 0.00 0.00 0.00 -0.113
C 4.542 -0.871 -0.986 -0.01 0.01 0.01 -0.146
H 4.038 0.981 -0.107 0.00 0.00 -0.01 0.142
H 1.874 0.952 -1.360 0.01 -0.03 -0.03 0.096
H 1.846 -1.328 -2.820 0.00 0.01 0.00 0.091
H 4.190 -2.594 -2.276 0.00 0.00 0.00 0.088
H 5.504 -1.007 -0.521 0.00 0.00 -0.01 0.103
```
Positions in Å, forces in eV/Å.

Summary:
- Frontier orbital gap: 9.05 eV
- DFT total energy: -731.6652 Eh
- Lowest unoccupied orbital energy: 0.02765 Eh
- Net charge: 0
- 2S+1: 1
- SMILES: CC[C@H](F)OC(=O)OC.c1cc[nH]c1
- Energy relative to the best compared isomer or geometry (same formula, charge and spin): 0.0 kcal/mol



Entry 2:
C46H53BrCrF6N3O2P2 as an isolated structure. Source: OMol25; level of theory: ωB97M-V with the def2-TZVPD basis set.

```
114
Properties=species:S:1:pos:R:3:forces:R:3:lowdin_charge:R:1
Cr 0.102 -0.690 -1.027 -0.45 -0.30 -0.46 0.767
Br -0.681 5.471 -5.084 0.01 0.00 0.00 0.718
C -0.687 3.744 -4.303 -0.05 -0.02 0.00 -0.697
C -1.783 2.889 -4.522 0.01 0.05 -0.03 -0.102
C -1.821 1.647 -3.953 0.05 -0.02 0.05 0.016
C -0.780 1.191 -3.099 -0.05 0.05 -0.08 -0.340
O -0.901 0.044 -2.534 0.07 -0.20 0.18 -0.136
C 0.338 2.053 -2.928 0.05 -0.04 -0.16 -0.158
C 1.481 1.668 -2.182 0.06 -0.09 0.09 -0.040
N 1.598 0.581 -1.489 0.17 0.23 -0.03 0.036
C 2.848 0.201 -0.957 -0.06 0.14 0.06 -0.193
C 4.070 0.666 -1.363 0.04 0.11 0.12 -0.006
C 5.251 0.197 -0.755 -0.07 0.03 0.00 -0.055
C 5.205 -0.741 0.236 -0.03 -0.03 0.02 -0.025
C 3.960 -1.275 0.642 0.07 -0.02 0.00 -0.163
C 3.829 -2.280 1.627 0.02 -0.03 -0.01 0.004
C 2.595 -2.774 1.920 -0.05 0.01 -0.05 -0.013
C 1.479 -2.280 1.217 0.01 -0.01 0.05 -0.100
N 1.556 -1.342 0.313 0.31 0.10 0.15 0.042
C 2.785 -0.815 0.027 -0.04 0.04 0.05 -0.168
C 0.361 3.325 -3.540 0.00 -0.06 0.00 -0.088
H -2.599 3.223 -5.149 -0.01 0.01 0.00 0.104
H -2.660 0.984 -4.113 -0.02 0.00 0.01 0.123
H 2.332 2.347 -2.220 -0.02 0.02 -0.01 0.140
H 4.148 1.374 -2.176 0.00 0.00 -0.02 0.119
H 6.203 0.585 -1.091 0.01 0.00 -0.01 0.112
H 6.111 -1.104 0.704 0.01 0.00 0.01 0.118
H 4.715 -2.652 2.128 0.01 0.01 0.00 0.126
H 2.451 -3.550 2.658 0.00 0.01 0.01 0.114
H 0.498 -2.680 1.408 -0.06 -0.01 0.02 0.070
H 1.216 3.971 -3.382 0.01 0.00 0.01 0.115
C -1.967 -2.117 2.570 0.04 -0.03 0.04 -0.108
C -2.172 -3.034 1.364 -0.03 -0.01 -0.07 -0.494
C -1.453 -4.382 1.549 0.01 0.00 0.02 -0.113
P -1.847 -2.149 -0.252 -0.04 0.22 -0.02 1.103
C -2.658 -3.236 -1.497 -0.02 0.02 0.01 -0.512
C -1.885 -4.545 -1.674 -0.01 0.00 0.01 -0.104
C -2.789 -2.485 -2.822 0.02 -0.03 -0.04 -0.103
C -2.936 -0.735 -0.021 0.03 -0.07 0.09 -0.320
C -4.320 -0.883 0.067 0.02 0.01 -0.03 -0.058
C -5.152 0.133 0.499 0.09 0.11 0.04 -0.285
C -6.647 -0.014 0.527 -0.02 -0.01 0.01 -0.060
C -4.521 1.311 0.912 -0.06 -0.09 -0.03 -0.033
C -3.156 1.483 0.836 0.02 0.03 -0.09 -0.038
C -2.299 0.477 0.325 0.02 0.06 -0.07 -0.311
N -0.922 0.624 0.221 -0.04 -0.29 0.06 -0.049
C -0.469 1.959 0.412 0.01 0.03 0.01 -0.313
C -0.951 2.958 -0.450 -0.03 0.01 0.04 -0.047
C -0.605 4.282 -0.316 0.07 0.03 0.06 -0.024
C 0.244 4.687 0.716 -0.01 -0.06 -0.02 -0.268
C 0.644 6.127 0.882 -0.01 0.01 -0.01 -0.050
C 0.705 3.707 1.577 0.03 -0.01 0.04 -0.075
C 0.386 2.347 1.449 0.03 0.08 0.05 -0.287
P 1.001 1.163 2.727 -0.02 -0.11 -0.06 1.116
C -0.044 1.806 4.139 -0.02 0.05 0.00 -0.559
C -1.458 1.254 3.992 -0.02 0.04 -0.01 -0.116
C 0.493 1.469 5.526 0.01 -0.01 0.02 -0.131
C 2.654 1.895 3.207 0.03 0.07 0.01 -0.565
C 3.390 0.883 4.092 0.06 -0.02 -0.01 -0.134
C 3.560 2.233 2.024 0.00 -0.04 0.00 -0.107
H -2.435 -2.570 3.447 0.01 -0.02 0.00 0.088
H -2.414 -1.137 2.420 -0.02 0.02 0.00 0.059
H -0.913 -1.971 2.807 0.06 0.06 -0.05 0.062
H -3.250 -3.222 1.291 0.01 -0.01 0.02 0.106
H -0.506 -4.445 1.012 0.00 0.00 -0.01 0.063
H -2.065 -5.215 1.208 0.01 0.00 0.01 0.065
H -1.245 -4.549 2.608 0.00 0.00 0.00 0.078
H -3.657 -3.465 -1.108 0.00 0.01 -0.05 0.101
H -0.817 -4.351 -1.749 0.03 -0.01 -0.02 0.051
H -2.206 -5.041 -2.593 0.01 0.01 -0.01 0.084
H -2.053 -5.238 -0.854 0.00 0.00 -0.02 0.053
H -1.814 -2.152 -3.181 -0.03 -0.02 0.02 0.050
H -3.422 -1.604 -2.723 0.01 0.03 0.01 0.073
H -3.226 -3.147 -3.573 -0.03 0.00 0.00 0.084
H -4.765 -1.834 -0.213 0.00 -0.01 0.01 0.107
H -6.939 -1.063 0.600 0.00 0.00 0.00 0.072
H -7.108 0.392 -0.376 0.00 0.01 -0.01 0.078
H -7.080 0.514 1.378 0.00 0.00 0.01 0.074
H -5.121 2.121 1.311 -0.01 0.01 -0.01 0.114
H -2.740 2.420 1.178 -0.01 0.00 -0.01 0.106
H -1.639 2.666 -1.234 -0.03 0.03 0.07 0.124
H -0.996 5.012 -1.016 -0.02 0.02 0.00 0.119
H -0.194 6.794 0.678 0.00 0.01 0.00 0.078
H 1.448 6.396 0.193 0.00 0.00 -0.01 0.080
H 0.997 6.324 1.894 0.01 0.00 0.01 0.074
H 1.333 4.019 2.406 0.03 0.00 -0.02 0.101
H -0.073 2.896 4.027 0.00 -0.02 0.04 0.102
H -1.449 0.170 4.108 -0.01 -0.05 0.03 0.059
H -1.892 1.479 3.019 0.01 -0.01 0.01 0.046
H -2.113 1.669 4.762 -0.02 0.02 0.00 0.083
H 0.613 0.390 5.652 0.00 -0.01 0.00 0.077
H -0.218 1.809 6.282 -0.01 0.00 0.01 0.077
H 1.449 1.947 5.737 -0.02 0.01 0.00 0.061
H 2.476 2.806 3.792 -0.01 -0.02 -0.02 0.096
H 3.698 0.025 3.489 -0.01 -0.01 0.00 0.058
H 2.786 0.503 4.913 0.01 0.00 -0.01 0.045
H 4.291 1.333 4.518 0.01 0.00 -0.01 0.082
H 3.887 1.316 1.532 -0.01 0.01 -0.06 0.048
H 4.457 2.748 2.378 0.01 -0.03 0.00 0.086
H 3.083 2.865 1.277 -0.03 0.03 0.00 0.060
C 0.856 -3.940 -3.782 0.02 0.04 0.02 0.017
C 1.432 -2.615 -3.251 0.03 -0.18 -0.01 -0.439
O 0.761 -2.190 -2.151 -0.13 0.28 0.11 -0.223
C 2.927 -2.876 -2.885 0.01 -0.02 0.00 -0.529
F 3.552 -3.709 -3.737 -0.03 0.02 0.02 0.146
F 3.003 -3.439 -1.666 0.02 -0.04 -0.06 0.153
F 3.667 -1.752 -2.842 -0.01 -0.11 -0.01 0.155
C 1.382 -1.612 -4.428 0.02 -0.01 -0.08 -0.542
F 1.793 -0.378 -4.105 -0.04 0.01 -0.02 0.161
F 0.132 -1.500 -4.901 0.02 0.01 0.02 0.159
F 2.160 -2.017 -5.455 -0.03 0.00 0.01 0.150
H 0.973 -4.706 -3.017 0.01 0.00 0.01 0.096
H 1.353 -4.272 -4.691 0.01 0.01 -0.01 0.095
H -0.203 -3.800 -3.983 0.01 0.00 0.03 0.083
```
Positions in Å, forces in eV/Å.

Summary:
- Frontier orbital gap (spin up / spin down): 6.02 / 6.12 eV
- DFT total energy: -6999.9992 Eh
- Lowest unoccupied orbital energy (spin up / spin down): -0.02920 / -0.02857 Eh
- Net charge: 0
- 2S+1: 4
- Energy relative to the best compared isomer or geometry (same formula, charge and spin): 0.0 kcal/mol



Entry 3:
An isolated ion of composition C12H16N and charge +1 at a distorted geometry. Source: OMol25; level of theory: ωB97M-V with the def2-TZVPD basis set.

```
29
Properties=species:S:1:pos:R:3:forces:R:3:lowdin_charge:R:1
C 3.888 -0.754 0.291 -0.75 1.70 -0.01 -0.021
C 3.271 -1.214 -0.856 0.06 0.67 1.41 -0.031
C 3.284 0.230 1.079 0.99 -0.37 0.59 -0.046
C 1.989 -0.740 -1.057 -0.88 -2.58 -2.28 -0.021
C 2.103 0.791 0.755 -2.22 -0.15 0.58 -0.035
C 1.348 0.176 -0.225 -0.13 -0.19 -1.68 -0.173
C -3.902 -1.326 -0.367 -0.71 -0.87 1.28 -0.093
C -3.029 -1.247 0.830 3.72 1.43 -0.85 -0.138
C -0.980 -0.780 -0.664 -0.02 -0.08 1.97 -0.081
C -1.709 -0.914 0.734 -2.31 -0.03 -1.47 -0.074
C -0.083 0.376 -0.433 -0.77 1.38 0.13 -0.170
C -0.079 2.825 0.044 -0.02 0.60 1.09 -0.029
N -0.696 1.523 -0.249 -0.52 1.84 -1.28 0.074
H 4.877 -0.877 0.599 1.50 -1.38 0.12 0.102
H 3.703 -2.002 -1.435 0.14 -0.06 -0.55 0.116
H 3.723 0.453 2.033 0.46 0.49 0.03 0.121
H 1.513 -1.296 -1.940 0.02 1.32 1.45 0.156
H 1.528 1.484 1.343 0.65 0.22 0.71 0.111
H -4.725 -1.902 0.046 -0.76 0.08 -0.83 0.079
H -3.480 -1.887 -1.196 0.00 0.30 -0.14 0.082
H -3.419 -1.255 1.821 -0.58 -0.06 0.50 0.099
H -0.342 -1.661 -0.692 -0.37 -0.16 -0.93 0.120
H -1.669 -0.571 -1.486 0.16 -0.52 0.06 0.129
H -1.218 -0.455 1.562 0.64 -0.47 0.72 0.095
H 1.027 2.763 -0.101 -1.22 0.76 -0.25 0.106
H -0.688 3.677 -0.331 0.92 -0.79 -1.35 0.113
H -0.337 3.122 1.068 0.77 -0.86 0.58 0.103
H -1.677 1.760 -0.581 1.33 -1.76 0.79 0.207
H -4.223 -0.299 -0.592 -0.11 -0.46 -0.36 0.096
```
Positions in Å, forces in eV/Å.

Summary:
- Frontier orbital gap: 8.44 eV
- DFT total energy: -521.2843 Eh
- Lowest unoccupied orbital energy: -0.15949 Eh
- Net charge: +1
- 2S+1: 1
- SMILES: C/C=C\C/C(=[NH+]/C)c1ccccc1
- Energy relative to the best compared isomer or geometry (same formula, charge and spin): 24.6 kcal/mol



Entry 4:
A 2-piece molecular cluster, C8H18N6S overall at a distorted geometry. Source: OMol25; level of theory: ωB97M-V with the def2-TZVPD basis set.

```
33
Properties=species:S:1:pos:R:3:forces:R:3:lowdin_charge:R:1
C -7.352 0.561 1.216 -1.55 2.17 -2.48 0.081
C 4.183 0.719 -0.474 -2.03 -1.15 -0.41 -0.061
C 2.472 -0.925 -0.829 0.29 -1.20 1.24 -0.121
C 4.468 0.119 0.941 0.20 2.67 -0.86 -0.076
C 2.818 -1.549 0.586 -2.79 3.01 -0.52 -0.067
C -1.740 1.275 -0.854 1.84 -2.06 1.39 -0.621
C 1.769 1.382 -0.987 0.28 -1.86 -0.30 -0.118
C -5.189 -0.396 0.349 -0.94 3.59 1.56 -0.209
N -0.493 1.752 -1.003 -1.46 -1.04 -0.62 -0.065
N 0.593 0.905 -1.015 -1.14 1.02 1.00 0.050
N -6.231 0.029 1.062 0.75 -1.06 -0.09 0.077
N 2.770 0.457 -0.889 1.54 0.48 1.18 -0.141
N 4.204 -1.307 0.983 -0.97 -0.15 -1.37 0.063
N -5.122 -1.533 -0.237 -6.01 0.66 0.56 0.215
S -2.173 -0.171 -0.184 0.88 -0.10 -0.49 0.656
H -7.927 0.783 2.161 1.19 -0.79 -0.65 0.122
H -7.868 1.056 0.249 0.95 -1.28 2.08 0.154
H 4.288 1.784 -0.559 0.87 0.39 0.30 0.133
H 4.720 0.151 -1.206 1.10 0.19 -0.57 0.121
H 3.136 -1.353 -1.580 -0.63 -0.82 -0.38 0.138
H 1.379 -1.030 -0.908 0.63 -0.52 -0.65 0.125
H 5.504 0.322 1.282 -0.78 0.01 -0.10 0.162
H 3.675 0.610 1.510 0.63 -0.22 0.83 0.144
H 2.206 -0.882 1.258 0.54 -0.91 -0.25 0.157
H 2.439 -2.532 0.713 0.36 -1.12 -0.02 0.132
H -2.496 1.944 -1.064 -1.26 1.77 -0.56 0.043
H 2.135 2.331 -1.243 0.01 1.81 0.22 0.140
H -4.350 0.318 0.280 -0.20 -0.72 0.34 0.050
H 4.798 -1.842 0.395 1.12 -0.50 -0.99 0.183
H 4.342 -1.667 1.876 0.43 -0.71 2.35 0.167
H -4.373 -2.067 -0.376 4.03 -2.08 -1.04 0.055
H -0.532 2.725 -1.191 1.16 1.03 -0.56 0.144
H -6.055 -1.969 -0.260 0.98 -0.53 -0.14 0.167
```
Positions in Å, forces in eV/Å.

Summary:
- Frontier orbital gap: 8.55 eV
- DFT total energy: -1041.6618 Eh
- Lowest unoccupied orbital energy: -0.18715 Eh
- Net charge: +2
- 2S+1: 1
- Energy relative to the best compared isomer or geometry (same formula, charge and spin): 0.0 kcal/mol



Entry 5:
A 2-piece molecular cluster, C4H9O2S overall at a distorted geometry. Source: OMol25; level of theory: ωB97M-V with the def2-TZVPD basis set.

```
16
Properties=species:S:1:pos:R:3:forces:R:3:lowdin_charge:R:1
C 1.135 1.147 0.229 -1.39 -1.41 0.99 -0.017
C 2.015 -1.322 0.406 -1.54 -0.22 -1.01 -0.141
C -2.916 1.144 0.041 0.64 -1.02 -0.89 -0.226
C 1.963 0.021 -0.301 0.89 0.37 -1.31 -0.448
O -1.604 -1.347 0.165 0.09 0.75 0.41 -0.555
O -1.466 0.075 -1.848 0.48 0.17 1.36 -0.580
S -1.330 0.033 -0.336 -1.36 -0.08 -2.09 0.602
H 0.641 0.685 1.174 1.00 0.92 -0.70 -0.032
H 1.039 -1.670 0.705 -0.74 -0.15 -0.49 0.047
H 2.500 -2.127 -0.124 0.34 -0.15 -0.31 0.060
H 2.450 -1.188 1.336 1.48 0.28 1.86 0.034
H -3.557 0.969 -0.899 0.77 0.18 1.75 0.049
H -3.359 1.025 1.041 -0.11 -0.45 -0.52 0.014
H -2.472 2.124 0.030 0.05 0.60 -0.32 -0.008
H 2.982 0.437 -0.183 -0.03 0.42 0.14 0.088
H 1.978 -0.005 -1.437 -0.58 -0.21 1.13 0.112
```
Positions in Å, forces in eV/Å.

Summary:
- Frontier orbital gap: 7.50 eV
- DFT total energy: -706.3476 Eh
- Lowest unoccupied orbital energy: 0.14500 Eh
- Net charge: -1
- 2S+1: 1
- Energy relative to the best compared isomer or geometry (same formula, charge and spin): 125.7 kcal/mol